Entry 1:
68
Properties=species:S:1:pos:R:3 method="wB97M-V/def2-TZVPD" homo_ev=-11.44 multiplicity=1 charge=+1 e_lumo_ev=-5.003 molar_mass_g_mol=520.50 fmax_ev_per_a=8.85
O 1.526 5.969 3.443
C 1.384 5.358 2.435
O 2.443 4.721 1.793
C -0.016 5.175 1.745
C -0.542 6.110 0.728
C -1.847 5.798 0.133
N -2.580 4.680 0.503
C -2.168 3.777 1.461
C -0.827 4.009 2.118
S -0.164 2.837 3.381
H 2.040 4.006 1.252
H 0.063 7.006 0.449
H -2.216 6.497 -0.657
H -3.490 4.489 0.070
H -2.803 2.901 1.752
H -0.690 3.202 4.605
O -1.056 2.529 -2.733
P -0.035 1.638 -3.415
O -1.065 0.552 -4.116
C -2.206 0.988 -4.848
C -1.921 0.993 -6.337
O 0.405 0.756 -2.094
C 0.308 1.312 -0.794
C -0.958 0.826 -0.116
O 1.252 0.867 -4.183
C 1.591 1.235 -5.517
C 1.657 2.734 -5.720
H -2.547 1.976 -4.530
H -3.011 0.280 -4.637
H -1.201 1.776 -6.589
H -2.836 1.182 -6.903
H -1.499 0.039 -6.657
H 0.353 2.405 -0.826
H 1.178 0.974 -0.224
H -1.845 1.038 -0.717
H -1.080 1.301 0.853
H -0.929 -0.257 0.015
H 0.891 0.768 -6.213
H 2.573 0.803 -5.723
H 0.674 3.198 -5.573
H 1.995 2.969 -6.730
H 2.344 3.190 -5.003
O 0.341 -2.884 1.895
P 0.214 -4.243 2.552
O 1.819 -4.539 2.836
C 2.652 -3.552 3.431
C 2.807 -3.802 4.919
O 0.046 -5.137 1.182
C -0.522 -4.568 0.006
C 0.576 -4.159 -0.957
O -0.159 -5.674 3.367
C -0.296 -5.655 4.783
C -1.150 -4.508 5.283
H 2.279 -2.540 3.259
H 3.630 -3.627 2.949
H 1.864 -3.619 5.441
H 3.562 -3.137 5.344
H 3.098 -4.836 5.114
H -1.175 -3.727 0.249
H -1.147 -5.334 -0.459
H 1.294 -3.485 -0.487
H 0.158 -3.666 -1.837
H 1.139 -5.037 -1.284
H 0.694 -5.646 5.246
H -0.766 -6.599 5.067
H -0.684 -3.540 5.063
H -1.292 -4.578 6.363
H -2.128 -4.516 4.797

Entry 2:
24
Properties=species:S:1:pos:R:3 method="wB97M-V/def2-TZVPD" homo_ev="-14.67 / -14.66" multiplicity=2 charge=+1 s2=0.753 e_lumo_ev="-4.567 / -8.469" e_above_lowest_kcal_mol=21.7 molar_mass_g_mol=120.19 fmax_ev_per_a=2.80
C 1.619 0.062 -1.882
C 0.372 -0.830 -1.736
C -0.902 0.102 -1.464
C -0.991 0.655 -0.126
C -0.878 2.002 0.126
C -0.801 2.485 1.541
H 1.793 0.320 -2.918
H 2.545 -0.455 -1.602
H 1.648 0.957 -1.252
H 0.615 -1.552 -0.958
H 0.077 -1.351 -2.638
H -1.787 -0.551 -1.577
H -0.805 0.795 -2.302
H -1.108 -0.117 0.629
H -1.096 2.667 -0.696
H -0.445 1.662 2.149
H -1.715 2.959 1.861
H 0.046 3.191 1.462
H 2.533 -1.756 1.055
H 2.133 -2.297 2.348
O 2.128 -2.544 1.426
H -1.968 -1.427 1.968
H -1.100 -2.601 2.549
O -1.910 -2.376 2.036

Entry 3:
84
Properties=species:S:1:pos:R:3 method="wB97M-V/def2-TZVPD" homo_ev=-7.63 multiplicity=1 charge=0 e_lumo_ev=0.065 e_above_lowest_kcal_mol=0.0 molar_mass_g_mol=972.65 fmax_ev_per_a=0.42
Bi 0.198 -0.026 -0.788
I -1.603 2.554 1.834
C -1.297 2.907 3.891
C -2.055 3.966 4.316
C -2.050 4.402 5.652
C -1.284 3.737 6.553
C -0.487 2.636 6.156
C 0.262 1.985 7.163
C 1.049 0.917 6.868
C 1.125 0.489 5.535
C 0.435 1.086 4.509
P 0.761 0.356 2.832
C 0.049 -1.314 3.119
C 0.686 -2.371 3.769
C 0.010 -3.554 4.018
C -1.315 -3.697 3.629
C -1.955 -2.660 2.970
C -1.272 -1.480 2.710
C 2.569 0.083 2.885
C 3.422 1.060 3.404
C 4.795 0.944 3.267
C 5.344 -0.149 2.607
C 4.507 -1.116 2.075
C 3.131 -0.997 2.206
C -0.440 2.191 4.795
H -2.686 4.479 3.605
H -2.661 5.244 5.946
H -1.268 4.030 7.595
H 0.186 2.357 8.177
H 1.614 0.406 7.636
H 1.775 -0.348 5.310
H 1.718 -2.278 4.083
H 0.521 -4.367 4.516
H -1.842 -4.621 3.829
H -2.980 -2.770 2.645
H -1.777 -0.674 2.189
H 3.006 1.915 3.925
H 5.442 1.706 3.683
H 6.416 -0.242 2.507
H 4.921 -1.963 1.544
H 2.490 -1.757 1.772
C 4.291 1.957 -0.859
C 2.843 1.608 -0.960
N 2.436 0.382 -0.973
O 3.402 -0.600 -0.904
C 1.844 2.662 -1.033
C 2.196 4.112 -1.118
N 0.603 2.244 -1.037
O -0.410 3.000 -1.142
H 4.920 1.114 -1.125
H 4.511 2.237 0.174
H 4.519 2.810 -1.494
H 2.864 -1.414 -0.876
H 2.779 4.433 -0.254
H 1.271 4.684 -1.149
H 2.774 4.338 -2.017
C -1.544 -1.176 -3.765
Si -0.050 -0.098 -3.444
C -0.261 1.621 -4.145
C 1.494 -0.894 -4.132
H -1.560 -1.493 -4.810
H -2.473 -0.642 -3.561
H -1.524 -2.068 -3.137
H -0.735 1.565 -5.127
H 0.712 2.100 -4.267
H -0.867 2.261 -3.503
H 1.404 -0.987 -5.217
H 1.645 -1.888 -3.713
H 2.381 -0.297 -3.916
O 2.908 -4.259 -1.079
C 1.933 -4.886 -0.380
C 2.229 -6.140 0.147
C 1.258 -6.852 0.823
C -0.024 -6.331 0.985
C -0.310 -5.082 0.473
C 0.657 -4.336 -0.201
C 0.287 -2.967 -0.657
O -0.870 -2.562 -0.603
O 1.244 -2.190 -1.100
H 2.518 -3.425 -1.401
H 3.224 -6.538 -0.001
H 1.501 -7.827 1.227
H -0.783 -6.896 1.507
H -1.287 -4.636 0.594

Entry 4:
93
Properties=species:S:1:pos:R:3 method="wB97M-V/def2-TZVPD" homo_ev="-3.77 / -4.61" multiplicity=5 charge=-1 s2=6.022 e_lumo_ev="2.309 / 2.072" molar_mass_g_mol=900.09 fmax_ev_per_a=0.72
Os 0.059 0.098 -0.272
C 3.652 -0.356 0.296
C 2.706 -1.258 1.021
C 3.125 -2.206 1.934
C 2.164 -2.981 2.597
C 0.823 -2.802 2.377
C 0.430 -1.812 1.445
N 1.398 -1.114 0.773
N -0.780 -1.382 1.088
Si -2.266 -2.265 1.279
C -2.107 -3.959 0.493
C -2.754 -2.544 3.076
C -3.630 -1.281 0.480
H 4.480 -0.077 0.949
H 3.135 0.543 -0.034
H 4.063 -0.861 -0.581
H 4.179 -2.324 2.138
H 2.488 -3.723 3.319
H 0.073 -3.370 2.909
H -1.629 -4.668 1.174
H -1.508 -3.916 -0.417
H -3.087 -4.363 0.228
H -2.112 -3.259 3.594
H -3.768 -2.956 3.087
H -2.761 -1.617 3.650
H -3.416 -1.070 -0.568
H -3.800 -0.345 1.017
H -4.557 -1.859 0.517
Br -4.417 3.494 1.166
C -3.574 2.484 -0.188
C -4.178 2.302 -1.423
C -3.517 1.545 -2.368
C -2.283 0.995 -2.052
N -1.723 1.174 -0.854
C -2.352 1.908 0.075
H -5.146 2.740 -1.627
H -3.947 1.347 -3.338
H -1.750 0.358 -2.735
H -1.810 2.040 1.003
C 0.794 1.723 -3.767
C 1.773 1.051 -2.792
C 3.028 1.926 -2.678
C 2.139 -0.344 -3.317
N 1.162 0.955 -1.500
H 1.261 1.848 -4.748
H 0.501 2.705 -3.392
H -0.099 1.113 -3.896
H 3.468 2.092 -3.666
H 3.781 1.447 -2.052
H 2.776 2.890 -2.234
H 2.493 -0.288 -4.350
H 1.272 -1.003 -3.266
H 2.934 -0.782 -2.709
O -3.588 -3.961 -3.907
C -2.337 -4.424 -3.760
C -2.042 -5.715 -4.205
C -0.762 -6.218 -4.074
C 0.249 -5.452 -3.497
C -0.049 -4.177 -3.051
C -1.329 -3.644 -3.172
C -1.626 -2.260 -2.650
O -2.805 -1.825 -2.806
O -0.696 -1.649 -2.075
H -3.544 -3.026 -3.536
H -2.837 -6.301 -4.650
H -0.547 -7.221 -4.423
H 1.250 -5.850 -3.395
H 0.704 -3.553 -2.585
C 1.965 0.989 3.859
Si 0.431 1.710 3.015
C -0.961 0.594 3.600
C 0.056 3.382 3.809
N 0.503 1.845 1.305
C 1.132 2.961 0.772
C 2.317 3.510 1.304
C 2.925 4.636 0.770
C 2.383 5.289 -0.327
C 1.211 4.774 -0.872
C 0.610 3.646 -0.347
H 1.739 0.782 4.909
H 2.837 1.643 3.829
H 2.244 0.041 3.388
H -1.138 0.824 4.655
H -0.713 -0.463 3.527
H -1.897 0.753 3.060
H 0.161 3.329 4.896
H -0.976 3.670 3.587
H 0.706 4.175 3.441
H 2.788 3.022 2.149
H 3.839 5.002 1.224
H 2.856 6.168 -0.746
H 0.755 5.257 -1.730
H -0.297 3.279 -0.803

Entry 5:
54
Properties=species:S:1:pos:R:3 method="wB97M-V/def2-TZVPD" homo_ev=-13.78 multiplicity=1 charge=+2 e_lumo_ev=-8.622 e_above_lowest_kcal_mol=59.3 molar_mass_g_mol=782.75 fmax_ev_per_a=3.02
Pt -0.432 0.233 -0.420
C -0.905 0.270 -3.671
C 0.556 0.606 -3.519
S 1.200 -0.158 -2.003
C 2.474 1.025 -1.498
C 1.858 2.382 -1.273
S 0.423 2.284 -0.145
C -1.025 3.744 -1.219
C -1.549 3.127 -2.410
S -1.905 0.938 -2.328
H -1.079 -0.812 -3.646
H -1.284 0.625 -4.630
H 0.703 1.682 -3.478
H 1.149 0.198 -4.340
H 3.250 1.044 -2.265
H 2.903 0.601 -0.589
H 1.535 2.845 -2.204
H 2.567 3.064 -0.802
H -0.158 4.395 -1.233
H -1.657 3.772 -0.346
H -1.033 3.181 -3.359
H -2.587 2.821 -2.421
F -3.225 -2.233 2.747
C -2.374 -2.549 1.797
F -2.639 -3.726 1.280
F -1.136 -2.496 2.241
S -2.588 -1.294 0.430
O -1.476 -1.585 -0.537
O -3.909 -1.360 -0.055
N -2.031 0.116 1.063
S -3.181 1.364 1.135
O -3.011 2.209 -0.008
O -4.435 0.835 1.518
C -2.533 2.346 2.577
F -2.931 1.808 3.699
F -3.002 3.572 2.442
F -1.199 2.388 2.535
C 2.817 -4.332 0.678
C 1.910 -3.934 -0.324
C 1.260 -2.736 -0.248
C 1.483 -1.837 0.830
C 0.900 -0.545 1.005
C 1.115 0.204 2.127
C 1.961 -0.268 3.155
C 2.578 -1.472 3.015
C 2.366 -2.269 1.866
C 3.022 -3.520 1.752
H 3.325 -5.283 0.602
H 1.716 -4.594 -1.159
H 0.525 -2.515 -1.006
H 0.657 1.167 2.261
H 2.107 0.338 4.038
H 3.234 -1.847 3.790
H 3.689 -3.821 2.550

Look up the multiplicity of the fourth one. 5

What is the multiplicity in the third record? 1